[1]
Molecular formula: C4H17N2O6
Method: DFT, the ωB97M-V functional and the def2-TZVPD basis

- HOMO: -0.1291 Ha
- Relative energy (zero: lowest compared OMol25 entry of this formula, charge and spin): 61.0 kcal/mol
- Energy: -723.60009 Eh
- Orbital gap: 0.2368 Eh
- Total charge: -1

```
29
C4H17N2O6 the ωB97M-V functional and the def2-TZVPD basis
C -1.64670 -0.56542 1.89909
O -2.11695 -1.71561 2.33455
C -0.52492 -0.78357 0.74304
C -1.05589 -0.86514 -0.68299
C -0.33470 0.06123 -1.66113
N 0.93479 -0.27163 -1.90227
O -0.80805 1.10032 -2.15894
N 0.11834 -2.07822 1.02758
H -1.20141 0.06503 2.70132
H -2.40310 0.11383 1.39781
H 0.22801 0.01386 0.75484
H -2.11223 -0.56087 -0.75471
H -1.04014 -1.92157 -0.99845
H 1.49900 0.26118 -2.54685
H 1.42661 -0.86000 -1.23322
H -0.62404 -2.77633 1.04085
H 0.41745 -2.21539 1.99008
H 2.47237 1.30418 0.56108
H 2.07982 0.22733 1.53218
O 2.85982 0.51551 1.01357
H 1.44059 3.13042 -1.02506
H 0.56790 2.93578 -0.00355
O 1.54274 2.92328 -0.08043
H 2.73933 -1.36490 0.48824
H 1.62504 -2.25936 0.04270
O 2.47723 -1.91666 -0.27312
H -2.75062 1.71018 0.19839
H -1.88436 2.08129 -1.06281
O -2.66697 2.35056 -0.53538
```

***

[2]
Molecular formula: C7H7FN2O2
Method: DFT, the ωB97M-V functional and the def2-TZVPD basis

- SMILES: N[C@]12C[C@H]1C=C(F)C=C2[N+](=O)[O-]
- HOMO: -0.3275 Ha
- Relative energy (zero: lowest compared OMol25 entry of this formula, charge and spin): 47.8 kcal/mol
- Energy: -630.59222 Eh
- Orbital gap: 0.2954 Eh

```
19
C7H7FN2O2 the ωB97M-V functional and the def2-TZVPD basis
N 0.60392 1.91697 0.45796
C 0.43788 0.56781 0.03377
C -0.77250 0.31653 -0.94685
C -0.64820 -0.31113 0.46766
C -0.64233 -1.73284 0.53420
C 0.38640 -2.45646 0.01594
F 0.30870 -3.80174 -0.09098
C 1.62074 -1.82411 -0.13310
C 1.73018 -0.46701 -0.15901
N 3.06502 0.13404 0.02537
O 4.02251 -0.60007 -0.06593
O 3.23849 1.30577 0.10860
H 1.50385 2.22830 0.01012
H 0.82764 2.00523 1.41527
H -0.48072 -0.32559 -1.78769
H -1.46262 1.02155 -1.04072
H -1.31450 0.04877 1.20362
H -1.48933 -2.22662 0.99918
H 2.56936 -2.32856 0.04801
```

***

[3]
Molecular formula: C17H25ClN6O3
Method: DFT, the ωB97M-V functional and the def2-TZVPD basis

- SMILES: CNC(=O)[C@H](CC(C)C)NC(C)=O.Cn1cc(Oc2ncncc2Cl)cn1
- HOMO: -0.3279 Ha
- Energy: -1677.24914 Eh
- Orbital gap: 0.3408 Eh

```
52
C17H25ClN6O3 the ωB97M-V functional and the def2-TZVPD basis
C -5.58852 -2.85174 1.90612
N -4.40839 -1.99166 1.90805
C -3.37596 -2.10703 1.06808
O -3.35130 -2.94808 0.17330
C -2.19264 -1.12808 1.21375
C -1.30601 -1.34885 2.46512
C -0.64230 -2.72507 2.69305
C -1.58145 -3.76640 3.29908
C 0.00660 -3.30364 1.43615
N -2.56249 0.29904 1.12129
C -3.36699 0.99134 1.93322
C -3.65802 2.41746 1.52901
O -3.86033 0.54183 2.95927
H -6.20475 -2.63811 2.78046
H -5.27977 -3.89866 1.92887
H -6.17180 -2.67635 1.00051
H -4.36185 -1.23527 2.58394
H -1.55833 -1.33005 0.35009
H -1.88350 -1.10703 3.35769
H -0.49615 -0.62007 2.41294
H 0.15324 -2.56821 3.42233
H -2.33664 -4.06774 2.57473
H -2.07007 -3.35569 4.18221
H -1.00944 -4.64656 3.59135
H 0.55730 -4.20825 1.69345
H 0.70308 -2.57980 1.01831
H -0.75243 -3.55424 0.69514
H -2.21774 0.79334 0.31500
H -4.25856 2.41594 0.62189
H -2.72424 2.94784 1.35643
H -4.21105 2.90735 2.32981
C 5.96599 5.75707 -2.04842
N 5.50501 4.38850 -2.30064
C 4.41299 3.79106 -1.68477
C 4.30146 2.54494 -2.21271
O 3.32614 1.63217 -1.85942
C 2.73790 0.87347 -2.84846
N 2.85367 1.20107 -4.14033
C 2.21329 0.47066 -5.05045
N 1.45264 -0.58312 -4.75100
C 1.32996 -0.92158 -3.46870
C 1.95825 -0.20927 -2.46790
Cl 1.75256 -0.67303 -0.79524
C 5.40843 2.43800 -3.15663
N 6.11386 3.54729 -3.18360
H 5.11435 6.42384 -1.88705
H 6.61170 5.77852 -1.16620
H 6.53305 6.12495 -2.90879
H 3.76186 4.22931 -0.93692
H 2.31767 0.74808 -6.09597
H 0.71422 -1.77647 -3.20476
H 5.62552 1.55697 -3.75267
```

***

[4]
Molecular formula: C4H10N2O2
Method: DFT, the ωB97M-V functional and the def2-TZVPD basis

- SMILES: C/C(O)=C(\[O-])[N@H+](C)N
- HOMO: -0.2685 Ha
- Relative energy (zero: lowest compared OMol25 entry of this formula, charge and spin): 131.9 kcal/mol
- Energy: -418.25072 Eh
- Orbital gap: 0.2892 Eh

```
18
C4H10N2O2 the ωB97M-V functional and the def2-TZVPD basis
C -2.72800 -0.29549 -0.39407
C -1.33398 0.21445 -0.20261
O -1.32216 1.61677 -0.01868
C -0.37402 -0.60434 0.42758
O -0.28966 -1.72825 0.85504
N 1.07412 0.14177 -0.10248
C 2.14650 -0.81369 -0.36844
N 1.38699 1.19750 0.81517
H -3.18194 0.20828 -1.24946
H -3.35241 -0.07900 0.47866
H -2.73028 -1.37184 -0.56138
H -0.52081 1.86713 0.47114
H 0.12940 0.25066 -0.93513
H 1.82699 -1.49257 -1.15780
H 2.37855 -1.40152 0.52457
H 3.03774 -0.27276 -0.68940
H 1.72535 0.79579 1.69139
H 2.12761 1.76711 0.41589
```

***

[5]
Molecular formula: C6H7N
Method: DFT, the ωB97M-V functional and the def2-TZVPD basis

- HOMO (alpha / beta): -0.2722 / -0.2848 Ha
- Relative energy (zero: lowest compared OMol25 entry of this formula, charge and spin): 165.6 kcal/mol
- Energy: -287.32334 Eh
- Orbital gap (alpha / beta): 0.2784 / 0.2893 Eh

```
14
C6H7N the ωB97M-V functional and the def2-TZVPD basis
C -1.36328 0.63293 0.51605
C 0.78569 0.71609 0.14490
C -0.28371 -0.17831 0.99962
C -1.90932 1.37152 -0.40363
C 0.75437 -2.33088 -0.04282
N 1.05862 0.59618 -1.08202
C 0.01474 -1.52489 0.65496
H 1.81462 1.21799 -1.36061
H 1.31291 1.40897 0.80800
H -0.06409 0.03148 2.05021
H -2.98938 1.42719 -0.51397
H -1.29437 1.99794 -1.06071
H 1.63128 -1.97411 -0.59502
H 0.53190 -3.39209 -0.11495
```

***

[6]
Molecular formula: C5H16NO
Method: DFT, the ωB97M-V functional and the def2-TZVPD basis

- HOMO: -0.5381 Ha
- Relative energy (zero: lowest compared OMol25 entry of this formula, charge and spin): 37.0 kcal/mol
- Energy: -329.82186 Eh
- Orbital gap: 0.4138 Eh
- Total charge: +1

```
23
C5H16NO the ωB97M-V functional and the def2-TZVPD basis
C 1.69075 -1.00356 -1.43655
C 0.84579 -0.72253 -0.21459
C 0.10832 0.60145 -0.28929
C -0.36638 1.36831 0.98946
C -1.86669 1.35164 1.20824
N 1.72805 -0.82008 1.03380
H 0.97766 -1.26326 -2.21527
H 2.41053 -0.25450 -1.76891
H 2.32781 -1.89249 -1.34442
H 0.08951 -1.48692 -0.19710
H -0.64039 0.44797 -1.07146
H 0.72144 1.22914 -0.95662
H 0.03484 2.35823 0.79920
H 0.13101 0.86566 1.81873
H -2.21382 1.14433 2.21108
H -2.40301 0.60220 0.63027
H -2.33967 2.25255 0.88475
H 2.43207 -1.52693 0.81886
H 2.28303 0.02139 1.16996
H 1.21476 -1.10826 1.86394
H -2.75946 -1.46168 -1.30669
H -2.27513 0.06190 -1.54207
O -2.13103 -0.76452 -1.08532
```